1.
Entry from OMol25: a structure of composition C6H8N2O in a non-equilibrium geometry (the ωB97M-V functional and the def2-TZVPD basis).

CARTESIAN COORDINATES (ANGSTROEM)
O (-0.358, 1.282, 2.068)
N (1.088, 1.821, -1.039)
N (-0.558, -0.034, -0.358)
C (0.332, 0.705, 1.246)
C (0.363, 1.212, -0.245)
C (-0.167, -1.048, -1.328)
C (2.549, -0.535, 1.978)
C (-1.952, -0.049, 0.020)
C (1.566, 0.023, 1.570)
H (0.917, -1.084, -1.401)
H (-0.553, -2.023, -1.025)
H (-0.580, -0.818, -2.313)
H (-2.224, -1.007, 0.470)
H (-2.581, 0.102, -0.864)
H (3.365, -0.961, 2.497)
H (-2.134, 0.725, 0.758)
H (0.929, 1.690, -2.033)

For the total energy, the calculation gives -11374.521 eV. As for the total charge: 0. Its frontier orbital gap is 0.35474 Ha. Its HOMO energy is -9.0 eV.

=====

2.
Entry from OMol25: a structure of composition C6H8N2O in a non-equilibrium geometry (the ωB97M-V functional and the def2-TZVPD basis).

CARTESIAN COORDINATES (ANGSTROEM)
O (-1.380, -1.403, -0.727)
N (1.567, 0.711, -0.095)
N (-1.244, 2.585, -0.958)
C (-0.775, 0.318, 0.290)
C (-1.874, -0.592, 0.303)
C (1.289, -0.495, -1.109)
C (-1.035, 1.516, -0.440)
C (0.538, 0.592, 0.995)
C (-0.052, -0.894, -0.398)
H (-2.824, -0.141, -0.199)
H (0.617, 1.543, 1.842)
H (2.059, -1.515, -0.819)
H (0.720, -0.453, 1.600)
H (-2.221, -0.952, 1.331)
H (2.818, 0.975, 0.376)
H (1.621, -0.378, -2.435)
H (0.177, -1.417, 0.443)

For the total energy, the calculation gives -11370.392 eV. As for the total charge: 0. Its frontier orbital gap is 0.34990 Ha. Its HOMO energy is -9.2 eV.

=====

3.
Entry from OMol25: the molecule C6H8N2O in a non-equilibrium geometry (the ωB97M-V functional and the def2-TZVPD basis).

CARTESIAN COORDINATES (ANGSTROEM)
O (-1.056, -1.500, -0.378)
N (-1.749, -0.449, -1.028)
N (1.237, -0.414, -1.459)
C (1.153, 0.625, -0.453)
C (-0.423, 0.164, 1.343)
C (1.286, -0.796, -0.066)
C (-0.064, -1.163, 0.582)
C (-0.191, 1.108, 0.109)
C (-1.345, 0.755, -0.802)
H (-1.970, 1.478, -1.292)
H (0.000, -2.055, 1.242)
H (2.217, -1.227, 0.328)
H (0.217, 0.383, 2.173)
H (1.964, 1.327, -0.478)
H (0.358, -0.629, -1.884)
H (-0.184, 2.185, 0.341)
H (-1.451, 0.207, 1.723)

For the total energy, the calculation gives -11376.117 eV. As for the total charge: 0. Its frontier orbital gap is 0.38460 Ha. Its HOMO energy is -9.6 eV. Its SMILES is C1=NO[C@@H]2C[C@H]1[C@@H]1N[C@@H]12.

=====

Asked for ΔE to the lowest compared entry with this formula, charge and spin across the records above, the calculation gives 465.63 864.02 311.63 kJ/mol in order.